A molecular structure, C29H20F6N4O4PRbS5Se at a distorted geometry. Source: the Open Molecules 2025 dataset; level of theory: ωB97M-V/def2-TZVPD.

Cartesian coordinates (Å):
Rb (0.51931, 0.68523, 0.29414)
S (-4.75463, -0.01850, -0.25643)
C (-3.96519, 1.27965, 0.51455)
C (-2.74441, 0.90163, 0.98416)
C (-2.42364, -0.47318, 0.70253)
C (-3.44614, -1.09936, 0.05715)
C (-3.52663, -2.52237, -0.38762)
C (-4.74578, -3.13108, -0.68885)
C (-4.75403, -4.46284, -1.06484)
C (-3.55732, -5.15943, -1.11656)
C (-2.39553, -4.47156, -0.79348)
N (-2.37603, -3.18612, -0.45309)
H (-4.40724, 2.26636, 0.52798)
H (-2.08934, 1.59882, 1.50368)
H (-5.67135, -2.57379, -0.60692)
H (-5.68979, -4.95629, -1.29899)
H (-3.51575, -6.20657, -1.38661)
H (-1.43174, -4.97320, -0.79428)
F (2.63452, -1.45191, 3.29043)
C (2.69279, -0.24866, 2.75928)
F (1.45444, 0.28276, 2.78278)
F (3.46293, 0.52754, 3.52621)
S (3.57766, -0.37508, 1.06682)
O (2.60857, -0.43943, -0.01293)
O (4.45258, -1.48113, 1.30145)
N (4.41795, 0.98405, 0.96135)
S (3.58833, 2.27374, 0.55203)
O (4.39761, 3.44308, 0.69109)
O (2.24663, 2.24444, 1.12396)
C (3.29480, 2.18042, -1.31067)
F (4.14150, 1.33137, -1.87652)
F (2.04012, 1.80745, -1.62195)
F (3.48643, 3.39216, -1.81805)
Se (-1.19862, -1.55259, 2.21407)
N (0.29347, -1.93853, 1.35125)
C (0.41094, -3.30628, 1.40795)
C (1.45388, -4.05524, 0.84109)
C (1.43107, -5.44533, 0.92008)
C (0.37588, -6.11017, 1.55456)
C (-0.67116, -5.38158, 2.11493)
C (-0.66158, -3.98495, 2.07140)
N (-1.62516, -3.19468, 2.67961)
H (2.27312, -3.54085, 0.35073)
H (2.24370, -6.01763, 0.48521)
H (0.37262, -7.19294, 1.61390)
H (-1.50014, -5.88024, 2.60614)
S (-2.65981, 6.62934, -1.27535)
P (-0.95281, 5.61450, -1.44756)
S (-0.92531, 3.63020, -1.48497)
C (0.24639, 6.17477, -0.16905)
C (1.05789, 5.26456, 0.49654)
C (2.00446, 5.69428, 1.42581)
C (2.14294, 7.04642, 1.69956)
C (1.33068, 7.96837, 1.03973)
C (0.38958, 7.53620, 0.11537)
C (-0.07285, 6.18076, -2.96207)
C (-0.74937, 6.80149, -4.00582)
C (-0.07624, 7.15492, -5.17489)
C (1.28367, 6.89995, -5.30675)
C (1.96906, 6.28770, -4.26287)
C (1.29236, 5.92767, -3.10300)
H (0.95249, 4.21395, 0.25918)
H (2.64032, 4.96702, 1.91672)
H (2.88081, 7.38400, 2.41827)
H (1.43387, 9.02725, 1.24793)
H (-0.25409, 8.24711, -0.38951)
H (-1.80516, 7.01051, -3.88079)
H (-0.61743, 7.63473, -5.98249)
H (1.80797, 7.17810, -6.21497)
H (3.03056, 6.08218, -4.35336)
H (1.82931, 5.43267, -2.30078)

Cartesian forces, eV/Å:
-3.38 0.27 -0.81
-0.49 0.13 -0.19
0.21 0.12 -0.05
-0.01 -0.27 0.00
0.05 -0.12 0.50
-0.01 -0.61 -0.44
0.02 0.66 0.32
-0.13 -0.10 -0.03
-0.06 0.08 0.02
0.12 0.04 0.03
0.03 0.09 0.04
0.19 -0.12 0.01
0.04 -0.07 -0.01
-0.12 -0.11 -0.05
0.04 -0.02 -0.01
-0.02 0.00 0.00
-0.01 0.01 0.00
-0.02 0.03 0.01
-0.03 -0.19 0.14
-0.04 0.22 -0.25
0.56 -0.18 0.09
0.03 -0.03 0.19
0.14 0.32 -0.44
1.77 -1.00 0.60
-0.03 0.16 -0.08
-0.26 -0.05 -0.04
-0.24 -0.39 0.38
0.00 -0.06 0.09
1.53 1.07 -0.04
-0.32 0.03 0.22
0.13 -0.03 -0.18
0.59 0.17 -0.04
0.06 0.08 -0.18
0.01 0.03 0.18
0.06 -0.32 0.27
-0.42 0.03 -0.08
-0.10 -0.04 0.07
-0.14 0.12 0.08
-0.01 0.20 -0.02
0.06 0.01 -0.06
-0.02 -0.34 -0.02
0.37 0.12 -0.31
-0.05 0.01 0.02
-0.01 0.03 0.01
0.00 0.01 0.00
0.03 0.01 -0.01
0.21 -0.12 0.01
-0.03 0.09 0.08
-0.19 -0.13 -0.04
0.09 0.23 0.19
0.10 0.09 -0.02
-0.06 -0.01 -0.02
-0.14 0.01 -0.13
-0.01 -0.10 -0.03
0.00 -0.09 0.02
0.13 0.03 -0.20
0.12 0.05 -0.07
0.01 -0.05 0.14
-0.11 0.01 0.07
-0.09 -0.03 0.11
0.07 -0.02 -0.09
0.00 0.02 0.09
-0.05 0.04 -0.04
-0.01 0.00 -0.01
-0.01 0.01 0.00
-0.01 0.01 0.01
0.00 0.00 -0.02
-0.01 0.00 0.00
-0.02 -0.01 0.03
-0.05 0.00 0.02
-0.03 0.02 -0.03

Summary:
ΔE to the lowest compared entry with this formula, charge and spin: 76.4 kJ/mol
total charge: -2
total energy: -190321.500 eV
E_LUMO: 0.1415 Ha
orbital gap: 5.689 eV

Löwdin population analysis, charges in e, atoms 1 to 6:
1. Rb 1.05
2. S 1.01
3. C -0.42
4. C -0.28
5. C -0.40
6. C -0.52